No. 1
A cluster of 9 separate species, C33H61F16NO20S6 in total, computed with the ωB97M-V functional and the def2-TZVPD basis.

Structure (XYZ):
```
137
Properties=species:S:1:pos:R:3:forces:R:3:lowdin_charge:R:1
O -3.76653 0.98435 -0.36374 0.55 0.43 -0.57 -0.2603
S -2.52198 0.31015 -0.53668 1.39 -2.11 1.14 0.6210
O -2.37911 -0.78265 -1.47609 -0.27 0.81 -0.49 -0.3107
O -1.33607 1.38129 -0.80107 -1.50 -0.42 1.13 -0.2568
C -0.03272 0.80163 -1.05535 0.17 1.92 -1.45 -0.2467
C 0.90136 1.97523 -1.34965 0.24 0.32 -1.12 -0.0494
C -2.03122 -0.46682 1.03450 0.22 0.89 -0.69 -0.0890
H -0.20652 0.28884 -1.99585 0.62 -0.65 0.29 0.0981
H 0.39128 0.20256 -0.25632 -0.52 -0.19 0.10 0.0887
H 1.00102 2.80938 -0.65765 0.11 -0.75 0.87 0.0515
H 0.65992 2.54375 -2.25471 -0.52 -0.59 -0.25 0.0834
H 1.86117 1.52364 -1.61405 0.24 0.20 0.41 0.0734
H -2.39522 -1.48960 1.07451 -0.74 0.30 0.02 0.0494
H -2.37422 0.22511 1.79645 0.03 -0.42 0.38 0.0509
H -0.94829 -0.58830 1.05906 0.04 0.44 -0.02 0.0526
O -4.50372 -1.23111 5.38100 0.45 0.40 0.45 -0.2792
S -3.26860 -0.50221 5.44904 -0.44 0.95 -1.83 0.6102
O -2.40892 -0.55259 6.58499 0.31 -0.49 0.22 -0.2736
O -2.48543 -0.93290 4.08490 -0.17 0.26 0.96 -0.2754
C -1.21042 -1.55479 4.16112 1.53 -1.00 -0.67 -0.2717
C -0.00201 -0.63424 4.26998 -0.65 1.13 1.00 -0.0673
C -3.53391 1.26859 5.05726 0.32 -1.97 0.58 -0.0750
H -1.11506 -2.09111 3.21237 -0.27 0.04 -0.08 0.1022
H -1.12228 -2.35929 4.89351 -0.60 0.31 0.41 0.1222
H -0.25030 0.20804 4.92738 -0.19 0.04 -0.16 0.0813
H 0.29346 -0.18923 3.32610 0.10 -0.17 -0.05 0.0427
H 0.83549 -1.05534 4.82386 0.06 -0.53 -0.49 0.0825
H -3.91421 1.61765 6.01427 -0.38 0.42 -0.29 0.0686
H -4.20664 1.26136 4.20593 -0.15 0.44 0.11 0.0556
H -2.55323 1.68561 4.84941 -0.04 0.05 -0.14 0.0467
O 0.79783 -1.87129 -1.79107 -0.15 -0.06 0.43 -0.2879
S 0.62800 -3.12953 -2.45146 -0.03 -1.06 -2.02 0.5882
O 1.82146 -3.84584 -2.83106 -0.32 0.13 0.57 -0.2900
O -0.35629 -4.10254 -1.66040 0.27 0.61 -0.27 -0.2589
C -0.26115 -4.14871 -0.19512 0.33 1.26 -0.91 -0.2167
C -1.62441 -4.51351 0.30987 0.33 -1.10 0.68 -0.0626
C -0.35377 -2.95760 -3.96341 -0.21 0.39 1.01 -0.0860
H -0.01889 -3.12282 0.10188 0.06 -0.14 0.25 0.1013
H 0.60849 -4.77338 0.00639 -0.45 -0.40 0.46 0.1281
H -2.00014 -5.41224 -0.18216 -0.07 0.18 -0.28 0.0919
H -2.33118 -3.69211 0.23474 0.09 0.03 -0.18 0.0633
H -1.53226 -4.82536 1.35502 -0.06 0.32 0.10 0.0979
H -0.41032 -3.90988 -4.48069 0.09 -0.07 0.16 0.0741
H 0.08854 -2.19228 -4.59759 0.29 -0.06 0.14 0.0685
H -1.33628 -2.60851 -3.64556 -0.05 -0.08 -0.07 0.0619
O 1.18139 2.80833 1.92984 -0.46 0.09 0.89 -0.2927
S -0.10949 3.18314 2.46100 0.16 1.58 -2.62 0.6127
O -1.07065 2.16902 2.76018 0.16 0.21 0.99 -0.2726
O 0.03978 4.21858 3.67540 -0.42 -1.72 0.20 -0.2613
C 0.93775 5.34966 3.58400 0.04 0.45 -1.49 -0.2396
C 0.55560 6.27332 4.72638 -0.12 -0.22 0.07 -0.0515
C -0.86075 4.24960 1.14398 0.56 -0.29 1.28 -0.0834
H 0.77830 5.70282 2.55764 -0.14 0.85 0.40 0.1012
H 1.99104 5.06468 3.53374 -0.11 -0.43 0.69 0.1142
H 1.08438 7.22402 4.76700 0.44 -0.24 -0.23 0.0823
H 0.74359 5.71019 5.64056 0.02 0.22 0.15 0.0845
H -0.49819 6.55274 4.72539 -0.08 -0.30 -0.24 0.0802
H -1.67639 4.82863 1.57109 -0.09 -0.14 0.02 0.0729
H -1.20322 3.59749 0.34589 0.07 -0.10 0.05 0.0491
H -0.06968 4.92175 0.82010 -0.06 -0.07 -0.22 0.0539
O 2.00261 1.85359 -4.80720 1.01 -0.02 -0.15 -0.2847
S 3.42935 2.02364 -4.68165 0.97 -0.27 0.32 0.6211
O 3.96214 2.98579 -3.75975 -0.34 -0.54 0.10 -0.2888
O 4.14504 0.59873 -4.30245 -0.89 1.07 -0.51 -0.2485
C 3.43002 -0.57840 -4.70867 -1.04 -1.74 0.27 -0.2837
C 4.31886 -1.61469 -5.38183 0.95 0.23 0.80 -0.0578
C 4.25095 2.38387 -6.23512 -0.48 0.19 -0.34 -0.0994
H 2.56950 -0.38896 -5.35191 0.25 0.64 -0.16 0.1077
H 2.95743 -0.99123 -3.81254 0.28 -0.06 0.13 0.1060
H 5.12578 -1.93757 -4.71564 0.21 0.57 -0.01 0.0733
H 4.74506 -1.17163 -6.28107 0.05 -0.35 -0.16 0.0744
H 3.87053 -2.59261 -5.55741 -0.75 0.42 -0.38 0.0843
H 3.50188 2.42042 -7.02428 0.05 -0.04 -0.01 0.0697
H 5.03248 1.67008 -6.47667 -0.16 -0.24 0.22 0.0678
H 4.71796 3.35778 -6.11645 -0.15 0.06 0.06 0.0670
O 4.20282 4.00786 2.26876 0.68 -0.26 -0.50 -0.2840
S 5.11359 3.82770 1.17041 0.00 -0.55 -0.87 0.6155
O 6.12850 4.80602 0.86846 -0.68 -0.40 0.24 -0.2803
O 5.83683 2.41158 1.38591 -0.71 0.23 0.61 -0.2716
C 6.99438 2.08635 0.62155 1.37 -0.34 -0.69 -0.2656
C 7.30001 0.59432 0.73733 -0.32 -0.03 0.66 -0.0531
C 4.15489 3.47542 -0.34248 0.24 1.06 0.39 -0.0956
H 7.84943 2.67961 0.94660 -0.15 0.07 0.37 0.1184
H 6.88658 2.34856 -0.43403 -0.46 0.03 -0.01 0.1190
H 6.55462 -0.00764 0.22129 0.10 0.04 -0.08 0.0550
H 7.31178 0.25663 1.77661 -0.28 0.25 0.09 0.0835
H 8.30236 0.33366 0.39839 -0.07 0.32 -0.47 0.0829
H 3.96125 2.42916 -0.55251 0.21 -0.11 0.37 0.0619
H 4.69171 3.95001 -1.16060 0.03 -0.18 -0.07 0.0591
H 3.21372 4.00489 -0.20433 -0.04 -0.08 0.02 0.0586
N -6.04583 0.68755 -4.15801 -0.08 -0.10 0.36 0.0596
C -6.43574 0.89147 -5.40624 -0.18 0.15 -0.86 -0.1665
C -5.67283 0.61523 -6.54112 0.31 -0.19 0.80 -0.0743
C -4.43206 0.08024 -6.28907 1.97 0.32 0.20 -0.0941
C -3.93890 -0.06125 -4.98613 -1.08 0.11 -0.02 -0.0638
C -4.81201 0.21501 -3.94086 0.13 0.10 -0.60 -0.1333
H -7.40761 1.33199 -5.60547 -0.15 0.01 0.55 0.1004
H -5.98891 0.88247 -7.53793 -0.20 -0.17 0.00 0.0997
H -3.66460 -0.07422 -7.04167 -0.48 -0.12 -0.46 0.1002
H -2.91008 -0.31915 -4.78024 -0.02 -0.23 -0.08 0.0915
H -4.47338 0.07715 -2.92337 -0.24 0.10 0.17 0.0774
C 3.65366 -1.83108 0.03764 -0.74 -0.59 0.37 -0.0453
C 4.78015 -2.87538 -0.01863 0.25 0.15 -0.98 -0.4215
C 4.61967 -3.87409 -1.17695 -0.76 -0.87 -0.08 -0.3081
F 4.56482 -3.23852 -2.36772 0.03 0.25 0.23 0.0857
F 5.60539 -4.80503 -1.26988 0.24 0.62 0.45 0.0938
F 6.01756 -2.32988 -0.08056 -0.18 0.03 0.27 0.1270
F 4.66701 -3.61029 1.12256 0.44 0.13 0.02 0.1158
O 3.98724 -0.88266 1.04565 -0.23 0.00 0.22 0.0345
C 3.06470 -0.75567 2.05978 2.06 -0.69 0.03 -0.5465
C 3.65808 0.22507 3.06045 0.42 2.64 0.33 -0.2611
F 2.81449 0.50729 4.10234 0.24 -0.74 -0.60 0.0868
F 4.87659 -0.06621 3.58401 -0.66 -0.87 -0.33 0.1051
F 1.94068 -0.21617 1.57812 -0.78 -0.37 0.09 0.1512
F 2.84926 -1.97268 2.60188 -0.89 0.15 0.11 0.1535
H 2.80684 -2.47304 0.30726 -0.09 0.26 0.41 0.1321
H 3.24508 -1.30977 -0.82694 1.01 -0.13 -0.54 0.1371
H 3.70644 -4.45084 -0.98143 -0.13 0.30 -0.40 0.1585
H 3.79573 1.15809 2.49257 -0.14 -0.13 0.16 0.1529
C -6.99382 -2.93182 1.98599 0.47 0.25 -0.06 -0.0191
C -6.17990 -3.89783 1.11666 -1.01 0.47 0.71 -0.4337
C -4.77888 -4.16886 1.65416 0.47 -1.60 -0.38 -0.3043
F -4.12864 -3.05737 2.03900 -0.10 -0.11 -0.43 0.1115
F -4.82092 -5.00999 2.73429 -0.41 0.53 -0.09 0.0829
F -6.85280 -5.08378 1.08245 0.28 0.04 0.22 0.1108
F -6.13109 -3.47768 -0.17556 0.41 0.15 0.50 0.1298
O -6.46751 -1.61911 1.74905 -0.80 0.08 -0.59 0.0234
C -7.22373 -0.57453 2.19068 0.82 -0.53 1.65 -0.5173
C -6.62662 0.67207 1.53481 -0.49 0.30 -1.79 -0.2947
F -7.28385 1.81789 1.83159 0.02 -0.26 0.70 0.0985
F -5.32705 0.79825 1.83277 -0.02 -0.01 0.74 0.1007
F -8.53518 -0.74859 1.94228 0.11 0.36 -0.35 0.1519
F -7.12573 -0.48579 3.56863 -0.14 0.10 -0.73 0.1161
H -6.85624 -3.11346 3.05099 -0.08 -0.56 -0.01 0.1556
H -8.03366 -3.07195 1.69370 -0.05 0.37 0.01 0.1474
H -4.27524 -4.76152 0.87442 0.43 0.65 0.08 0.1551
H -6.71279 0.56011 0.44928 0.08 -0.19 0.02 0.1764
```
Forces are in eV/Å.

Charge   0
LUMO energy   0.0443 eV
Strongest force on any atom   0.0596 hartree/bohr
Spin multiplicity   1

=====

No. 2
A cluster of 6 separate species, C33H61F9O19S in total, computed with the ωB97M-V functional and the def2-TZVPD basis.

Structure (XYZ):
```
123
Properties=species:S:1:pos:R:3:forces:R:3:lowdin_charge:R:1
C 10.74873 -1.15154 0.68906 0.22 -0.22 0.60 -0.1273
O 11.06058 0.10534 0.00336 -1.32 -1.37 -0.59 -0.2381
C 10.18298 0.23693 -1.16991 -0.57 0.96 0.00 -0.2121
C 9.63791 1.76506 -1.29697 -0.58 -0.51 1.13 -0.1571
C 8.13728 1.92560 -0.68386 0.35 0.19 -1.14 -0.1939
C 7.09710 1.96697 -1.92640 -0.20 0.29 0.89 -0.2049
C 5.59630 2.37345 -1.48554 -0.50 -0.72 -0.94 -0.1905
C 4.61359 1.13522 -1.86665 0.07 0.44 0.32 -0.1709
C 4.87470 -0.15157 -0.92549 -1.15 -0.10 -1.18 -0.1563
O 5.51249 0.19760 0.36202 -2.89 0.21 1.10 -0.0542
C 4.57229 -0.21266 1.37794 0.83 -4.72 0.24 -0.3996
O 4.58180 -1.44654 1.64348 -0.48 5.14 -0.45 0.1070
O 3.67749 0.67766 2.02076 1.04 -1.14 -2.38 -0.0074
C 2.46430 0.86906 1.21071 -1.35 1.30 0.18 -0.1277
C 1.41062 -0.32088 1.46564 1.00 0.16 0.20 -0.0206
C 0.05689 -0.17307 0.61471 0.00 2.18 2.43 -0.2781
F 0.06874 0.97108 -0.25998 0.07 -3.05 1.38 0.0494
F -0.93908 0.18812 1.60614 1.54 -0.93 -2.26 0.0293
C -0.49260 -1.50198 -0.05347 -4.19 0.26 1.81 -0.3084
F -0.77933 -2.47621 0.95819 1.32 2.55 -2.33 0.0620
F -1.77594 -1.18439 -0.61126 3.18 -0.81 1.33 0.0587
S 0.52511 -2.32245 -1.36504 -0.07 -3.28 -4.12 1.0034
F 1.46377 -3.18231 -0.29460 -1.20 2.12 -1.40 -0.1527
F -0.55768 -3.62867 -1.34270 1.63 2.29 0.06 -0.1760
F -0.46634 -1.60448 -2.55908 2.24 -0.89 2.10 -0.1888
F 1.61428 -1.08214 -1.52789 -1.59 -1.73 0.81 -0.1603
F 1.31559 -3.10709 -2.60558 -1.03 1.42 2.07 -0.1548
H 11.64829 -1.45356 1.33526 -1.27 0.58 -1.06 0.0957
H 9.84243 -1.03667 1.39290 1.23 -0.04 -1.11 0.0977
H 10.52056 -1.99959 -0.04522 0.43 1.17 0.93 0.0908
H 9.30652 -0.48282 -0.96848 1.14 1.11 -0.86 0.1104
H 10.74900 0.00034 -2.13717 -0.69 -0.08 1.45 0.1235
H 9.56803 2.11649 -2.38318 0.60 -0.50 1.53 0.1015
H 10.34350 2.39132 -0.65150 -0.78 -0.72 -1.26 0.1130
H 8.01870 2.90717 -0.09118 0.28 -1.63 -0.77 0.1165
H 7.95564 1.00752 -0.02716 -0.10 1.52 -0.73 0.0993
H 7.09907 0.91525 -2.37820 -0.05 1.51 0.33 0.1104
H 7.41806 2.73857 -2.72036 -0.14 -1.35 1.24 0.1132
H 5.20968 3.27963 -2.09030 0.77 -1.38 0.98 0.1121
H 5.53044 2.63687 -0.37662 0.09 -0.50 -1.53 0.1080
H 3.50571 1.45780 -1.80461 1.67 -0.45 0.08 0.0974
H 4.77283 0.84873 -2.97515 -0.11 0.37 1.81 0.1222
H 3.85772 -0.60237 -0.66225 1.47 0.38 -0.70 0.0948
H 5.45305 -0.96342 -1.49362 -0.47 1.28 1.19 0.1431
H 1.99942 1.84469 1.61922 0.84 -1.58 -0.65 0.1559
H 2.70039 1.06677 0.11425 -0.24 -0.52 1.47 0.1088
H 1.16296 -0.28388 2.59315 0.06 -0.11 -1.98 0.1591
H 1.96720 -1.30146 1.29943 -0.97 1.12 -0.03 0.1190
C -2.12913 3.30995 -1.47786 -0.21 0.07 0.23 -0.0580
C -1.07706 4.25660 -2.02318 0.06 -0.73 -0.04 -0.2069
O -1.53621 5.61364 -1.98449 0.15 0.44 0.38 0.0432
C -1.50049 6.19373 -0.77697 -0.22 -0.04 -0.39 -0.5605
O -1.11436 5.67621 0.24705 0.12 0.64 -1.18 0.0699
O -1.98979 7.43793 -0.89382 0.28 -0.48 0.01 0.0123
C -2.09854 8.13362 0.34736 -0.06 0.34 0.37 -0.0377
H -3.08017 3.44957 -1.99859 0.14 -0.05 -0.10 0.0859
H -1.81132 2.27133 -1.59138 0.00 0.09 -0.03 0.0679
H -2.31758 3.49592 -0.41802 0.14 -0.06 -0.06 0.0750
H -0.88415 4.01988 -3.07219 -0.10 0.35 0.05 0.1251
H -0.12686 4.15496 -1.49074 -0.17 0.16 0.09 0.1228
H -1.14908 8.13495 0.88678 -0.13 -0.15 -0.04 0.0991
H -2.88671 7.68494 0.95600 0.17 -0.02 0.03 0.1009
H -2.37301 9.16624 0.12996 0.01 -0.20 -0.24 0.0954
C -0.97952 -3.58728 -4.73523 0.26 -0.11 -0.13 -0.0781
C -1.97439 -4.34086 -5.59703 -0.10 0.17 0.64 -0.2042
O -1.49162 -4.48234 -6.93942 0.16 -0.41 -0.31 0.0326
C -0.55565 -5.42674 -7.12254 0.00 0.20 0.16 -0.5882
O -0.10415 -6.15626 -6.27224 -0.22 0.24 -0.41 0.1198
O -0.18914 -5.40563 -8.41512 -0.22 -0.01 0.35 -0.0001
C 0.87674 -6.30103 -8.72584 0.32 -0.26 -0.21 -0.0486
H -0.71951 -2.63076 -5.19669 -0.17 -0.01 0.05 0.0884
H -1.38582 -3.40045 -3.74070 -0.07 -0.08 -0.19 0.0570
H -0.04950 -4.14907 -4.62540 -0.16 -0.06 0.03 0.0731
H -2.90537 -3.77205 -5.65709 0.13 -0.08 -0.32 0.1239
H -2.22123 -5.31716 -5.17023 0.20 0.03 -0.15 0.1266
H 0.64966 -7.31777 -8.39904 0.05 0.17 0.11 0.0963
H 1.80319 -5.94745 -8.26824 -0.09 -0.15 0.07 0.0988
H 1.00445 -6.30723 -9.80888 -0.21 0.20 0.12 0.0930
C -3.73996 -2.79714 2.36492 -0.26 -0.21 0.11 -0.0486
C -2.95402 -2.00502 3.39288 0.27 -0.20 -0.61 -0.2118
O -3.79949 -1.56949 4.46580 -0.05 -0.12 0.54 0.0331
C -4.11655 -2.50751 5.37187 -0.04 -0.01 -0.28 -0.5891
O -3.74961 -3.65830 5.36395 -0.11 0.50 0.10 0.1206
O -4.93427 -1.94982 6.28093 0.32 -0.07 -0.24 -0.0018
C -5.42717 -2.86999 7.25304 -0.20 -0.21 0.37 -0.0483
H -4.60440 -2.22511 2.01717 0.16 0.06 -0.07 0.0729
H -3.11264 -3.04837 1.50773 -0.07 0.07 0.07 0.0660
H -4.12528 -3.72646 2.79043 0.15 0.05 0.00 0.0798
H -2.55213 -1.10366 2.92454 -0.22 0.06 0.31 0.1054
H -2.10272 -2.57379 3.77844 -0.22 -0.04 0.12 0.1263
H -4.61178 -3.41037 7.73810 -0.08 -0.02 -0.20 0.0963
H -6.12508 -3.56660 6.78366 0.18 -0.05 0.05 0.0993
H -5.96327 -2.30003 8.01269 0.10 0.16 -0.25 0.0930
C -9.06556 -3.26034 -2.10818 0.06 -0.08 0.31 -0.0687
C -8.55173 -1.98078 -2.74033 -0.10 -0.54 -0.33 -0.2161
O -8.51498 -0.91272 -1.78581 0.37 0.25 0.21 0.0313
C -7.49019 -0.94465 -0.91911 -0.17 -0.12 0.02 -0.5880
O -6.61241 -1.77420 -0.88456 -0.30 0.39 -0.04 0.1153
O -7.62158 0.09528 -0.07937 0.02 -0.27 -0.39 0.0023
C -6.64408 0.12274 0.95924 0.29 0.12 0.39 -0.0466
H -10.03178 -3.08971 -1.62608 0.00 0.02 -0.18 0.0822
H -9.17698 -4.04521 -2.85957 -0.01 0.09 0.02 0.0799
H -8.38399 -3.62128 -1.33479 0.04 0.04 -0.15 0.0743
H -9.23528 -1.66863 -3.53350 0.05 0.25 0.24 0.1224
H -7.56928 -2.12248 -3.19965 -0.02 0.06 0.24 0.1237
H -5.63132 0.07120 0.55397 -0.14 -0.14 0.01 0.0929
H -6.82204 -0.69855 1.65691 0.14 0.00 -0.11 0.0960
H -6.75145 1.06481 1.49782 -0.21 -0.07 -0.22 0.0959
C -1.46322 2.75794 7.51117 0.02 0.33 -0.02 -0.0676
C -1.27401 1.82434 6.33075 0.14 -0.16 0.56 -0.2170
O -1.84411 2.37817 5.13887 0.22 0.12 -0.37 0.0277
C -1.12302 3.34290 4.54346 -0.23 0.09 0.04 -0.5921
O -0.05337 3.76523 4.91622 -0.36 -0.26 -0.19 0.1141
O -1.80777 3.77314 3.47232 0.32 -0.34 0.57 0.0033
C -1.19666 4.87472 2.79530 -0.23 0.26 -0.17 -0.0466
H -2.51802 3.02016 7.62839 0.04 -0.18 0.02 0.0824
H -1.10812 2.29236 8.43326 -0.05 -0.02 -0.08 0.0797
H -0.91739 3.69310 7.36777 0.06 -0.15 -0.01 0.0741
H -1.80013 0.88604 6.52289 -0.11 0.15 -0.31 0.1201
H -0.21991 1.57635 6.17590 -0.09 0.21 -0.09 0.1231
H -0.16012 4.65484 2.53288 -0.12 0.04 0.13 0.0979
H -1.25488 5.77066 3.41858 0.19 -0.10 0.05 0.1041
H -1.75270 5.05538 1.87609 0.00 -0.42 0.75 0.0593
```
Forces are in eV/Å.

Charge   0
LUMO energy   -1.7709 eV
Strongest force on any atom   0.1025 hartree/bohr
Spin multiplicity   1

=====

no.,E_HOMO (Eh),orbital gap (eV),total energy (hartree)
1,-0.3526,9.6,-6840.43921
2,-0.3553,7.9,-4020.33469